No. 1
13
Properties=species:S:1:pos:R:3 method="wB97M-V/def2-TZVPD" lumo_energy_ha=-0.1304 gap_ev=12.8057 total_charge=+1
O 0.521 0.093 -0.746
H 0.358 -0.850 -0.501
H -0.478 0.418 -0.435
H 1.314 0.441 -0.262
O 2.456 1.321 0.700
H 2.276 1.313 1.652
H 3.383 1.580 0.654
O -1.598 1.116 -0.075
H -1.959 1.256 -0.981
H -2.220 0.384 0.288
O -1.127 -2.011 -0.067
H -1.858 -2.207 -0.660
H -1.066 -2.854 0.432

No. 2
13
Properties=species:S:1:pos:R:3 method="wB97M-V/def2-TZVPD" lumo_energy_ha="-0.3186 / -0.6432" multiplicity=2 gap_ev="11.5518 / 2.7060" total_charge=+2
O 0.593 -1.690 1.838
H 1.017 -2.252 1.146
H 1.201 -1.510 2.591
O 1.078 -0.987 -1.308
H 1.833 -0.599 -1.795
H 0.814 -1.530 -2.086
O -1.763 2.251 -0.416
H -2.455 2.927 -0.512
H -1.069 2.393 -1.073
O -0.344 0.317 0.469
H 0.307 0.014 -0.226
H -0.982 1.068 0.205
H -0.231 -0.401 1.166

No. 3
8
Properties=species:S:1:pos:R:3 method="wB97M-V/def2-TZVPD" lumo_energy_ha=-0.0291 gap_ev=7.7904
N 1.326 -1.326 -0.080
N 1.193 1.395 -0.057
N 3.479 0.116 -0.282
P 2.800 -1.520 0.252
P 2.700 1.505 0.303
P 0.489 -0.004 -0.628
I 5.506 -0.048 0.118
H -0.545 -0.036 0.327

No. 4
4
Properties=species:S:1:pos:R:3 method="wB97M-V/def2-TZVPD" smiles=OOI lumo_energy_ha=-0.0589 gap_ev=8.1565
O 0.555 -0.293 0.948
O -0.630 0.299 0.372
I -0.771 0.948 -1.578
H 0.845 -0.954 0.258

Short version: calculated total energy = -306.10192, -305.46577, -1486.61738, -448.62220 Eh, in the order given.
Short version: ΔE to the lowest compared entry with this formula, charge and spin = 0.6676, 2.4802, 1.2284, 0.2793 eV, in the order given.